Below is a molecular structure, C28H39ClN5O4SZr, with properties calculated with the ωB97M-V functional and the def2-TZVPD basis.

Computed properties:
- Energy relative to the best compared isomer or geometry (same formula, charge and spin): 0.340 eV
- Calculated total energy: -2570.56319 hartree
- Strongest force on any atom: 0.527 eV/Å
- Net charge: +1

CARTESIAN COORDINATES (ANGSTROEM)
Zr1 0.145 1.317 0.636
C1 -4.112 0.376 1.893
C2 -2.913 1.125 2.405
C3 -2.595 2.391 1.905
C4 -1.536 3.124 2.431
C5 -0.764 2.586 3.456
C6 -1.050 1.315 3.939
C7 -2.116 0.594 3.417
H1 -4.979 0.578 2.526
H2 -3.939 -0.699 1.894
H3 -4.366 0.687 0.880
H4 -3.220 2.819 1.136
H5 -1.327 4.119 2.060
H6 0.049 3.159 3.880
H7 -0.446 0.884 4.726
H8 -2.335 -0.394 3.802
Cl1 7.176 1.784 3.318
C8 5.547 1.421 2.859
C9 5.094 0.094 2.920
C10 3.810 -0.231 2.560
C11 2.913 0.757 2.105
O1 1.706 0.421 1.737
C12 3.375 2.094 2.072
C13 2.501 3.165 1.726
O2 1.316 3.047 1.383
C14 4.697 2.408 2.451
H9 5.775 -0.675 3.259
H10 3.465 -1.255 2.621
H11 2.903 4.184 1.794
H12 5.031 3.438 2.416
O3 0.708 0.877 -0.952
C15 0.304 6.209 -2.347
N1 -0.583 5.106 -1.985
C16 -1.857 5.049 -2.413
C17 -2.641 3.980 -2.143
C18 -2.060 2.947 -1.361
N2 -0.856 3.046 -0.814
C19 -0.010 4.060 -1.233
O4 1.168 4.106 -0.971
N3 -2.765 1.803 -1.166
H13 -0.252 6.917 -2.955
H14 1.158 5.828 -2.902
H15 0.671 6.700 -1.448
H16 -2.202 5.888 -3.003
H17 -3.646 3.907 -2.526
H18 -3.576 1.653 -1.742
H19 -2.250 0.969 -0.917
C20 1.153 -5.202 0.081
C21 2.117 -4.833 -1.045
C22 2.961 -3.584 -0.784
C23 2.269 -2.244 -1.006
N4 1.181 -1.952 -0.073
C24 -0.097 -1.807 -0.395
S1 -1.145 -1.019 0.756
N5 -0.563 -2.293 -1.536
C25 -1.922 -2.113 -2.044
C26 -2.865 -3.275 -1.732
C27 -2.819 -4.417 -2.745
C28 -1.441 -5.037 -2.951
H20 0.691 -6.172 -0.109
H21 0.353 -4.474 0.211
H22 1.686 -5.274 1.031
H23 1.576 -4.720 -1.993
H24 2.797 -5.672 -1.200
H25 3.830 -3.591 -1.447
H26 3.355 -3.619 0.236
H27 1.891 -2.162 -2.027
H28 2.989 -1.431 -0.894
H29 1.440 -1.453 0.770
H30 0.081 -2.814 -2.112
H31 -1.846 -1.959 -3.122
H32 -2.293 -1.191 -1.605
H33 -3.883 -2.880 -1.701
H34 -2.645 -3.639 -0.724
H35 -3.196 -4.053 -3.706
H36 -3.516 -5.192 -2.421
H37 -0.757 -4.349 -3.455
H38 -1.504 -5.923 -3.582
H39 -0.994 -5.335 -2.001

***

Below is 2 unconnected molecules or ions with the total composition C5H6O2, with properties calculated with the ωB97M-V functional and the def2-TZVPD basis.

Computed properties:
- Energy relative to the best compared isomer or geometry (same formula, charge and spin): 3.197 eV
- Calculated total energy: -344.48442 hartree
- Strongest force on any atom: 0.531 eV/Å
- Net charge: 0

CARTESIAN COORDINATES (ANGSTROEM)
C1 -1.455 1.250 1.499
C2 -1.113 0.171 0.837
C3 -0.569 -0.793 0.210
C4 0.168 -1.637 -0.488
C5 0.384 -1.379 -1.931
O1 1.256 -1.912 -2.577
H1 -1.807 2.138 0.980
H2 -1.343 1.288 2.579
H3 0.726 -2.435 -0.007
H4 -0.293 -0.609 -2.357
O2 1.673 1.453 0.602
H5 0.948 1.936 0.188
H6 1.425 0.529 0.465

***

Below is a molecular structure, C28H41F5N4OP2SiTi, with properties calculated with the ωB97M-V functional and the def2-TZVPD basis.

Computed properties:
- Energy relative to the best compared isomer or geometry (same formula, charge and spin): 1.273 eV
- Calculated total energy: -3706.46723 hartree
- Strongest force on any atom: 1.003 eV/Å
- Net charge: +2

CARTESIAN COORDINATES (ANGSTROEM)
Ti1 -0.391 0.127 0.366
C1 -1.118 -0.351 -3.458
P1 -1.350 -1.185 -1.863
C2 -3.140 -1.505 -1.899
C3 -0.576 -2.827 -2.063
C4 -1.329 -3.971 -2.330
C5 -0.704 -5.201 -2.475
C6 0.676 -5.307 -2.361
C7 1.434 -4.175 -2.100
C8 0.822 -2.933 -1.951
P2 1.718 -1.393 -1.608
C9 2.579 -1.055 -3.186
C10 3.107 -1.855 -0.503
H1 -1.413 -1.047 -4.245
H2 -0.088 -0.046 -3.604
H3 -1.746 0.540 -3.507
H4 -3.441 -1.864 -2.885
H5 -3.671 -0.570 -1.708
H6 -3.443 -2.247 -1.160
H7 -2.404 -3.919 -2.431
H8 -1.296 -6.081 -2.684
H9 1.159 -6.267 -2.481
H10 2.511 -4.264 -2.019
H11 3.216 -1.905 -3.435
H12 3.199 -0.165 -3.090
H13 1.869 -0.905 -3.996
H14 4.030 -1.973 -1.071
H15 2.905 -2.797 0.008
H16 3.274 -1.076 0.244
N1 0.170 -1.967 1.081
C11 -0.494 -2.836 2.102
C12 -1.979 -3.007 1.848
C13 -2.789 -1.766 2.172
N2 -2.482 -0.666 1.224
H17 0.207 -2.523 0.225
H18 1.145 -1.860 1.358
H19 -0.329 -2.394 3.083
H20 0.012 -3.803 2.088
H21 -2.339 -3.826 2.474
H22 -2.152 -3.324 0.812
H23 -2.562 -1.426 3.178
H24 -3.859 -1.982 2.154
H25 -2.931 0.187 1.550
H26 -2.961 -0.879 0.355
C14 -0.353 -0.032 4.353
C15 0.758 0.560 3.552
C16 1.865 1.111 4.169
C17 2.834 1.746 3.400
C18 2.697 1.848 2.029
C19 1.568 1.267 1.464
N3 0.658 0.607 2.206
N4 1.156 1.262 0.147
Si1 1.791 2.504 -1.001
C20 0.909 2.290 -2.612
C21 3.614 2.148 -1.211
C22 1.476 4.162 -0.214
H27 -0.017 -0.901 4.921
H28 -1.182 -0.309 3.717
H29 -0.716 0.702 5.073
H30 1.951 1.069 5.245
H31 3.696 2.188 3.883
H32 3.422 2.367 1.421
H33 1.447 1.605 -3.268
H34 0.841 3.250 -3.127
H35 -0.111 1.934 -2.484
H36 3.893 1.167 -0.820
H37 4.237 2.888 -0.707
H38 3.886 2.172 -2.268
H39 0.820 4.086 0.657
H40 0.995 4.833 -0.929
H41 2.399 4.642 0.111
F1 -3.003 6.386 1.756
C23 -2.662 5.192 1.312
C24 -2.476 4.977 -0.045
F2 -2.639 5.967 -0.904
C25 -2.112 3.722 -0.505
F3 -1.940 3.538 -1.812
C26 -1.923 2.663 0.373
O1 -1.534 1.447 -0.109
C27 -2.132 2.890 1.722
F4 -1.992 1.884 2.603
C28 -2.493 4.139 2.197
F5 -2.675 4.320 3.495

***

Below is C20H22N6OS in the gas phase, with properties calculated with the ωB97M-V functional and the def2-TZVPD basis.

Computed properties:
- Energy relative to the best compared isomer or geometry (same formula, charge and spin): 2.926 eV
- Calculated total energy: -1577.26858 hartree
- Strongest force on any atom: 1.655 eV/Å
- Net charge: 0

CARTESIAN COORDINATES (ANGSTROEM)
O1 -1.152 0.442 2.544
C1 -0.415 -0.423 2.102
C2 0.511 -1.165 3.056
S1 1.807 0.015 3.565
C3 2.657 0.115 2.060
N1 2.874 -0.846 1.184
N2 3.559 -0.290 0.197
N3 3.779 0.940 0.415
N4 3.229 1.250 1.588
C4 3.120 2.590 2.100
C5 1.676 3.022 1.990
C6 0.909 3.257 3.121
C7 -0.432 3.572 2.997
C8 -1.015 3.649 1.745
C9 -0.253 3.417 0.613
C10 1.088 3.102 0.733
N5 -0.334 -0.687 0.780
C11 0.278 -1.816 0.115
C12 -0.837 -2.755 -0.379
N6 -1.757 -2.082 -1.264
C13 -1.536 -2.063 -2.640
C14 -0.356 -2.526 -3.227
C15 -0.212 -2.552 -4.602
C16 -1.228 -2.113 -5.431
C17 -2.405 -1.656 -4.862
C18 -2.561 -1.636 -3.491
C19 -2.332 -0.924 -0.615
C20 -1.232 0.024 -0.113
H1 0.995 -2.056 2.671
H2 -0.035 -1.385 3.972
H3 3.775 3.213 1.485
H4 3.458 2.609 3.139
H5 1.360 3.182 4.100
H6 -1.026 3.741 3.882
H7 -2.065 3.881 1.651
H8 -0.703 3.474 -0.368
H9 1.684 2.907 -0.148
H10 0.973 -2.346 0.761
H11 0.847 -1.434 -0.739
H12 -0.416 -3.630 -0.873
H13 -1.412 -3.097 0.491
H14 0.469 -2.864 -2.620
H15 0.714 -2.912 -5.027
H16 -1.108 -2.131 -6.503
H17 -3.216 -1.322 -5.492
H18 -3.502 -1.306 -3.075
H19 -2.981 -0.384 -1.301
H20 -2.928 -1.262 0.241
H21 -1.663 0.862 0.436
H22 -0.650 0.398 -0.962

***

Below is a molecular structure, C7H6NO7V, with properties calculated with the ωB97M-V functional and the def2-TZVPD basis.

Computed properties:
- Spin multiplicity: 4
- Energy relative to the best compared isomer or geometry (same formula, charge and spin): 2.659 eV
- Calculated total energy: -1795.40271 hartree
- Strongest force on any atom: 8.919 eV/Å
- Expectation value of S²: 3.796
- Net charge: +1

CARTESIAN COORDINATES (ANGSTROEM)
O1 -2.522 -3.336 1.737
C1 -2.315 -3.241 0.614
V1 0.585 0.632 -0.656
O2 1.315 -1.659 1.373
C2 0.919 -0.818 0.625
C3 1.600 2.039 0.065
O3 1.976 3.069 0.477
C4 -0.836 1.921 -1.322
O4 -1.722 2.664 -1.448
C5 1.187 -0.333 -2.156
O5 1.503 -1.106 -2.986
H1 -0.203 -0.860 0.159
N1 -0.254 -1.098 3.693
C6 0.004 0.337 3.410
C7 -1.299 0.827 2.746
O6 -2.311 0.429 3.345
O7 -1.163 1.528 1.683
H2 -1.046 -1.114 4.354
H3 0.590 -1.550 4.046
H4 -0.539 -1.592 2.834
H5 0.120 0.881 4.343
H6 0.851 0.499 2.762

***

Below is a gas-phase ion, C2H9N5 (charge +2), with properties calculated with the ωB97M-V functional and the def2-TZVPD basis.

Computed properties:
- Energy relative to the best compared isomer or geometry (same formula, charge and spin): 5.726 eV
- Calculated total energy: -354.55098 hartree
- Strongest force on any atom: 4.977 eV/Å
- Net charge: +2

CARTESIAN COORDINATES (ANGSTROEM)
C1 0.937 -0.592 0.798
C2 -0.747 1.411 -1.393
N1 0.814 -1.422 1.789
N2 -0.639 -0.614 -0.087
N3 1.812 0.266 0.373
N4 -0.147 -1.915 2.388
N5 -0.699 -0.058 -1.232
H1 -0.090 1.877 -0.617
H2 -0.587 1.701 -2.409
H3 -1.756 1.806 -1.196
H4 -0.909 -1.653 -0.136
H5 2.633 0.655 0.864
H6 1.876 0.496 -0.601
H7 0.129 -2.912 2.637
H8 -0.960 -1.465 2.815
H9 -0.783 -0.647 -2.175

***

Below is C3H10NOP in the gas phase, with properties calculated with the ωB97M-V functional and the def2-TZVPD basis.

Computed properties:
- Energy relative to the best compared isomer or geometry (same formula, charge and spin): 1.095 eV
- Calculated total energy: -591.64248 hartree
- Strongest force on any atom: 5.277 eV/Å
- Net charge: 0

CARTESIAN COORDINATES (ANGSTROEM)
C1 -1.023 0.184 1.529
N1 -0.458 0.661 0.249
C2 -1.445 0.430 -0.822
P1 1.225 0.619 -0.087
C3 1.723 -1.087 -0.748
O1 1.918 0.928 1.181
H1 -1.831 0.769 1.876
H2 -1.375 -0.919 1.460
H3 -0.328 0.141 2.215
H4 -1.185 0.872 -1.866
H5 -1.627 -0.714 -0.907
H6 -2.382 0.749 -0.493
H7 1.339 1.483 -1.115
H8 2.699 -1.013 -1.156
H9 1.808 -1.691 0.160
H10 0.943 -1.410 -1.476

***

Below is 11 unconnected molecules or ions with the total composition C40H95F3N3O11, with properties calculated with the ωB97M-V functional and the def2-TZVPD basis.

Computed properties:
- Calculated total energy: -2872.57799 hartree
- Strongest force on any atom: 4.664 eV/Å
- Net charge: -1

CARTESIAN COORDINATES (ANGSTROEM)
C1 -1.991 0.164 -0.251
O1 -1.471 1.455 -0.246
O2 -3.375 0.356 -0.635
C2 -1.096 -0.892 -0.948
F1 -0.694 -0.613 -2.192
F2 0.044 -1.056 -0.266
F3 -1.630 -2.182 -1.003
C3 -0.272 1.805 0.491
C4 0.436 3.089 0.035
H1 1.351 3.243 0.608
H2 0.502 3.122 -1.053
H3 -0.104 3.978 0.360
H4 0.458 1.000 0.580
H5 -0.629 2.102 1.477
H6 -2.056 0.021 0.827
C5 5.164 3.416 -0.280
C6 5.443 3.134 1.208
C7 4.273 2.564 1.998
C8 3.594 1.365 1.365
C9 4.273 -0.008 1.585
C10 3.809 -0.939 0.485
H7 5.991 3.944 -0.756
H8 4.271 4.021 -0.435
H9 4.931 2.510 -0.839
H10 6.237 2.387 1.207
H11 5.891 3.963 1.755
H12 3.541 3.371 2.038
H13 4.462 2.432 3.064
H14 2.626 1.349 1.866
H15 3.354 1.675 0.348
H16 5.357 -0.008 1.466
H17 4.245 -0.375 2.611
H18 4.553 -1.727 0.374
H19 2.871 -1.382 0.822
H20 3.658 -0.497 -0.500
C11 1.753 7.063 7.240
C12 0.386 6.915 6.419
C13 0.644 6.632 4.937
C14 1.172 5.236 4.633
C15 0.102 4.138 4.502
C16 0.751 2.763 4.404
H21 1.849 6.321 8.032
H22 1.811 8.083 7.621
H23 2.649 6.986 6.625
H24 -0.172 6.050 6.779
H25 -0.147 7.862 6.504
H26 1.304 7.432 4.602
H27 -0.253 6.710 4.323
H28 1.724 5.237 3.693
H29 1.978 4.928 5.300
H30 -0.729 4.050 5.201
H31 -0.420 4.319 3.562
H32 0.093 1.934 4.144
H33 1.419 2.652 3.550
H34 1.220 2.471 5.344
C17 4.676 -9.359 0.217
C18 4.022 -8.186 -0.524
C19 4.925 -7.024 -0.521
C20 4.216 -5.850 -1.277
C21 3.222 -4.976 -0.414
C22 2.668 -3.736 -1.189
H35 4.839 -9.215 1.285
H36 5.649 -9.489 -0.257
H37 4.204 -10.322 0.021
H38 3.887 -8.506 -1.558
H39 3.076 -7.850 -0.100
H40 5.878 -7.318 -0.962
H41 5.063 -6.797 0.536
H42 5.007 -5.232 -1.702
H43 3.713 -6.193 -2.182
H44 2.388 -5.584 -0.064
H45 3.805 -4.600 0.427
H46 3.454 -3.009 -1.395
H47 2.388 -3.969 -2.216
H48 1.863 -3.135 -0.767
C23 0.014 -2.227 -5.939
C24 1.385 -1.468 -5.777
C25 1.323 -0.257 -4.834
C26 2.445 0.750 -4.908
C27 2.155 1.770 -3.742
C28 3.342 2.692 -3.541
H49 0.296 -3.068 -6.574
H50 -0.652 -1.619 -6.551
H51 -0.376 -2.546 -4.972
H52 2.175 -2.107 -5.383
H53 1.872 -1.212 -6.718
H54 1.329 -0.702 -3.839
H55 0.324 0.160 -4.958
H56 3.324 0.264 -4.484
H57 2.632 1.168 -5.897
H58 1.246 2.370 -3.784
H59 2.090 1.104 -2.882
H60 3.323 3.414 -4.357
H61 3.322 3.198 -2.575
H62 4.308 2.215 -3.706
C29 -3.706 5.283 -2.043
C30 -3.186 3.830 -1.787
O3 -3.333 3.627 -0.426
O4 -5.071 5.324 -1.870
H63 -3.389 5.549 -3.052
H64 -3.271 6.048 -1.400
H65 -2.114 3.735 -1.959
H66 -3.663 3.049 -2.379
H67 -3.120 2.707 -0.253
H68 -5.218 5.154 -0.937
C31 -4.024 -5.473 0.357
C32 -3.058 -5.168 -0.857
O5 -1.682 -5.241 -0.453
O6 -4.228 -6.855 0.505
H69 -4.966 -4.925 0.334
H70 -3.583 -5.188 1.312
H71 -3.240 -4.122 -1.102
H72 -3.258 -5.868 -1.668
H73 -1.547 -6.022 0.089
H74 -4.534 -7.211 -0.333
C33 -6.563 -1.137 -0.689
C34 -6.792 0.285 -0.178
O7 -6.032 1.271 -0.948
O8 -5.388 -1.699 -0.204
H75 -6.603 -1.275 -1.770
H76 -7.429 -1.687 -0.322
H77 -6.610 0.364 0.894
H78 -7.859 0.502 -0.221
H79 -5.095 1.077 -0.867
H80 -4.655 -1.150 -0.493
O9 -4.778 2.967 3.730
C35 -4.334 2.187 2.913
N1 -4.733 2.143 1.646
C36 -3.378 1.058 3.370
H81 -4.576 1.355 1.035
H82 -5.320 2.844 1.217
H83 -3.280 0.349 2.548
H84 -3.747 0.531 4.250
H85 -2.415 1.524 3.578
O10 -3.475 -0.638 -5.684
C37 -3.385 -0.003 -4.614
N2 -4.136 -0.219 -3.541
C38 -2.382 1.087 -4.578
H86 -4.693 -1.060 -3.591
H87 -3.824 0.114 -2.640
H88 -1.593 1.048 -5.328
H89 -1.823 1.166 -3.646
H90 -2.807 2.066 -4.799
O11 -2.177 -3.370 3.864
C39 -1.704 -3.396 2.692
N3 -2.467 -2.941 1.639
C40 -0.259 -3.946 2.421
H91 -2.282 -3.184 0.677
H92 -3.366 -2.566 1.905
H93 -0.103 -4.842 3.022
H94 0.319 -3.081 2.748
H95 -0.034 -4.096 1.365